Record 1
The following is a quantum chemistry calculation of 18 unconnected molecules or ions with the total composition CH35O20 at a distorted geometry, from the Open Molecules 2025 dataset.

```
56
Properties=species:S:1:pos:R:3:forces:R:3:nbo_charge:R:1
C 0.0062 -0.2390 0.0177 1.180 -0.738 2.725 0.990
O 1.1242 -0.2120 -0.4733 1.680 0.483 -2.992 -0.809
O -1.1208 -0.1710 -0.6503 -1.915 0.046 0.271 -0.754
O -0.1458 -0.3530 1.2307 -0.694 -0.250 1.744 -0.826
H -0.9898 -0.0260 -1.5643 0.578 0.112 -2.178 0.519
O -0.1088 2.2540 2.3247 2.788 1.490 -0.897 -0.974
H 0.2422 1.4170 2.0347 0.171 -0.642 -0.174 0.487
H -0.8768 2.0500 2.7737 -2.579 -0.779 1.408 0.478
O 0.0492 -2.9770 3.3107 -0.648 -2.889 0.445 -0.976
H -0.2158 -2.0910 3.3787 -0.272 2.127 0.490 0.483
H 0.8202 -3.0410 2.7827 1.115 0.270 -0.746 0.472
O 2.1452 -0.2180 3.7147 2.020 -0.676 2.094 -0.942
H 2.7112 0.5400 3.9187 -0.080 -0.198 -0.015 0.471
H 1.6202 0.1220 3.0437 -1.905 0.942 -2.132 0.478
O 2.7212 2.0190 1.5307 -1.182 1.313 -0.303 -1.008
H 2.9342 1.6880 0.6197 -0.183 0.756 0.973 0.502
H 2.1142 2.8310 1.4657 1.331 -2.058 -0.163 0.483
O -3.9038 -0.1720 -0.9773 -1.470 0.637 -0.306 -0.965
H -3.6248 -0.7470 -0.2823 1.193 -1.055 0.883 0.507
H -4.8558 -0.2830 -0.8483 -0.045 0.322 -0.585 0.469
O 0.8502 2.3390 -1.3303 2.026 -0.918 -0.104 -1.015
H -0.0728 2.4780 -1.4243 -1.564 0.297 0.096 0.483
H 0.9792 1.3940 -1.0343 -0.172 0.966 -0.169 0.482
O 3.2002 -1.5450 -2.1103 0.875 0.546 1.371 -0.924
H 3.1872 -2.0710 -2.8833 -0.067 -0.674 -1.395 0.468
H 2.9482 -0.6640 -2.3673 -0.183 0.371 -0.148 0.463
O -0.0338 0.0500 -3.1463 -1.161 -1.420 -0.340 -0.949
H 0.8012 0.4540 -3.1023 1.851 0.740 0.384 0.474
H -0.6078 0.7890 -3.2833 -1.154 0.856 -0.496 0.497
O -1.9598 -2.3990 -2.7143 -0.119 -0.387 -1.166 -0.950
H -1.0838 -2.0210 -2.5713 0.133 -0.234 0.021 0.489
H -1.8688 -2.8210 -3.6003 -0.097 0.499 1.067 0.460
O 3.9592 1.5370 -0.8603 0.462 0.834 0.413 -0.941
H 4.6582 0.8830 -0.8573 -0.211 -0.502 -0.117 0.492
H 3.2962 1.3400 -1.5083 -0.300 -0.321 -0.538 0.473
O 3.1802 -1.1040 1.0507 1.135 -1.287 -2.122 -1.002
H 2.5042 -0.7170 0.4817 -0.344 0.102 0.205 0.491
H 3.0702 -0.7850 1.9107 -0.512 0.874 2.113 0.476
O -1.0658 -0.5240 3.6127 -0.885 -0.105 1.075 -0.983
H -0.8738 -0.6980 2.6777 -0.496 0.599 -0.492 0.503
H -2.0138 -0.6960 3.7807 0.847 0.129 -0.473 0.471
O -2.7598 1.3440 -3.0603 2.649 -3.329 0.590 -0.988
H -3.1568 0.7650 -2.3803 -0.086 0.313 -0.189 0.512
H -3.2948 2.0510 -3.2153 -2.321 2.949 -0.393 0.465
O -2.5868 1.3170 1.3017 -1.399 -0.073 -0.102 -0.963
H -2.0928 0.7140 0.7207 -0.377 -0.175 0.200 0.504
H -3.4828 1.4280 0.9037 1.178 -0.323 0.241 0.480
O 0.9212 -2.8120 -2.0893 -2.300 -1.664 -1.294 -0.960
H 1.2682 -2.0050 -1.8243 0.764 2.858 0.944 0.489
H 1.6232 -3.3670 -1.8313 1.042 -1.447 0.545 0.464
O -1.3718 3.3360 0.1927 -1.661 0.633 -1.522 -1.009
H -1.7028 2.4940 0.5567 0.391 0.587 0.403 0.489
H -0.4588 3.4340 0.3757 1.161 -0.233 0.681 0.481
O -2.6028 -2.1010 0.7157 -0.552 0.748 -0.875 -0.984
H -1.9178 -1.5980 0.2487 -0.210 -0.135 -0.081 0.488
H -2.0868 -2.6080 1.3137 0.580 -0.885 1.125 0.488
```
Positions in Å, forces in eV/Å.

Results
Highest occupied orbital energy   -7.1376 eV
Molecular weight   367.27 g mol⁻¹
HOMO-LUMO gap   9.5 eV
Energy   -42559.18508 eV
Charge   -1

***

Record 2
The following is a quantum chemistry calculation of CH3BCl2 in the gas phase at a distorted geometry, from the Open Molecules 2025 dataset.

```
7
Properties=species:S:1:pos:R:3:forces:R:3:nbo_charge:R:1
B 0.7332 -0.0213 0.4588 -2.644 1.099 1.338 -0.113
C -0.5596 0.2608 -0.5150 1.566 0.211 1.478 -0.152
Cl 0.1687 -1.7647 0.0142 -0.515 -0.473 -0.648 -0.050
Cl -2.0880 0.5194 0.0691 -0.978 -0.057 0.338 0.134
H 1.6234 0.2498 -0.1454 2.296 0.408 -0.951 -0.033
H 0.6627 0.2476 1.6943 -0.098 -0.353 -1.512 -0.006
H -0.5403 0.5085 -1.5759 0.373 -0.835 -0.043 0.220
```
Positions in Å, forces in eV/Å.

Results
Highest occupied orbital energy   -10.4302 eV
Molecular weight   96.75 g mol⁻¹
HOMO-LUMO gap   9.4 eV
Energy   -26805.19267 eV

***

Record 3
The following is a quantum chemistry calculation of a molecular structure, CH3Br2ClP at a distorted geometry, from the Open Molecules 2025 dataset.

```
8
Properties=species:S:1:pos:R:3:forces:R:3:nbo_charge:R:1
C 1.0883 0.0327 -0.1912 0.069 -0.165 0.433 -0.990
P -0.7072 -0.0204 0.0402 -1.562 -0.278 1.496 1.039
Cl -1.6193 -0.7499 2.5192 1.365 0.902 -3.295 -0.131
Br -1.5335 1.9680 -0.2293 0.383 -1.017 0.299 0.084
Br -1.5853 -1.3789 -1.4074 0.404 0.599 0.937 0.089
H 1.5606 0.5583 0.6396 -0.159 0.051 0.089 0.304
H 1.3049 0.5689 -1.1208 -0.322 -0.015 -0.003 0.305
H 1.4915 -0.9786 -0.2503 -0.178 -0.076 0.046 0.300
```
Positions in Å, forces in eV/Å.

Results
Highest occupied orbital energy (alpha / beta)   -15.6744 / -15.6750 eV
Molecular weight   241.27 g mol⁻¹
HOMO-LUMO gap (alpha / beta)   7.6 / 7.6 eV
Energy   -162973.69753 eV
Charge   +1

***

Record 4
The following is a quantum chemistry calculation of a molecular structure, CH3Br2N at a distorted geometry, from the Open Molecules 2025 dataset.

```
7
Properties=species:S:1:pos:R:3:forces:R:3:nbo_charge:R:1
C 1.0478 0.8526 0.2335 -2.351 -1.864 -0.763 -0.552
N -2.0695 -0.9221 -0.4206 -1.008 -0.420 1.033 -0.785
Br -1.7993 -2.7227 0.1309 0.134 0.196 -0.121 0.108
Br -0.6255 -0.1441 -1.0188 2.431 0.915 -0.564 0.619
H 1.8400 0.9928 -0.4193 1.497 -0.337 -1.125 0.206
H 1.0769 0.2366 1.0777 0.601 -1.019 0.942 0.212
H 0.5296 1.7069 0.4166 -1.304 2.529 0.597 0.193
```
Positions in Å, forces in eV/Å.

Results
Highest occupied orbital energy (alpha / beta)   -8.4485 / -8.2585 eV
Molecular weight   188.85 g mol⁻¹
HOMO-LUMO gap (alpha / beta)   7.6 / 7.3 eV
Energy   -142655.38867 eV